C35H61Cl18NO7 | the ωB97M-V functional and the def2-TZVPD basis

The geometry in ORCA input format:
```
! wB97M-V def2-TZVPD RIJCOSX def2/J DEFGRID3
* xyz 0 1
C 6.91 -2.08 1.82
O 7.22 -0.67 2.14
C 6.17 0.11 1.45
C 6.11 1.70 1.87
C 5.70 2.72 0.65
C 4.63 2.10 -0.44
C 3.57 3.22 -1.05
C 2.02 2.86 -0.59
C 1.15 2.09 -1.75
C 0.47 0.65 -1.25
C 1.71 -0.36 -0.90
C 1.82 -0.83 0.67
O 1.63 -2.15 0.92
O 2.13 0.02 1.82
O -0.13 -0.04 -2.44
C -1.10 -1.06 -1.93
O -1.68 -2.05 -2.63
O -1.30 -0.70 -0.49
C -0.86 0.70 -0.30
C -2.11 1.61 -0.93
C -3.58 1.17 -0.30
C -4.45 0.18 -1.29
C -5.16 -1.10 -0.52
O -4.35 -1.71 0.54
C -3.74 -2.98 0.11
C -0.77 1.33 1.22
C -1.12 0.23 2.42
C -1.00 1.11 3.84
C -2.32 0.98 4.80
N -3.36 2.06 4.61
C -3.90 2.83 5.80
C -5.07 3.89 5.30
C -5.21 3.77 3.66
C -4.08 2.60 3.39
H 7.89 -2.74 1.68
H 6.26 -2.22 0.86
H 6.28 -2.49 2.74
H 6.26 -0.07 0.28
H 5.13 -0.36 1.79
H 7.14 1.96 2.37
H 5.27 1.83 2.71
H 6.68 2.98 0.07
H 5.27 3.71 1.14
H 4.02 1.27 0.12
H 5.22 1.68 -1.37
H 3.67 3.39 -2.20
H 3.84 4.24 -0.49
H 2.11 2.28 0.42
H 1.47 3.89 -0.33
H 0.23 2.79 -2.04
H 1.80 1.88 -2.71
H 2.71 0.19 -1.25
H 1.65 -1.34 -1.58
H 1.84 -0.52 2.63
H -2.21 1.51 -2.10
H -1.94 2.77 -0.72
H -3.48 0.74 0.79
H -4.20 2.18 -0.23
H -5.35 0.82 -1.75
H -3.75 -0.18 -2.15
H -6.13 -0.66 0.02
H -5.50 -1.86 -1.37
H -3.58 -3.07 -1.05
H -2.70 -3.07 0.65
H -4.44 -3.84 0.55
H 0.26 1.81 1.48
H -1.58 2.19 1.35
H -2.20 -0.23 2.28
H -0.37 -0.68 2.39
H -0.10 0.59 4.43
H -0.70 2.23 3.64
H -2.03 0.96 5.95
H -2.84 -0.05 4.52
H -3.61 2.71 6.95
H -5.69 4.61 5.99
H -5.93 4.34 2.92
H -3.90 2.27 2.29
C 7.00 -1.73 -2.27
Cl 5.68 -0.56 -2.10
Cl 6.52 -3.32 -1.65
H 7.25 -1.82 -3.33
H 7.87 -1.37 -1.71
C 2.47 0.65 6.28
Cl 1.36 -0.60 5.70
Cl 2.15 2.20 5.51
H 2.35 0.76 7.36
H 3.50 0.35 6.06
C -4.40 -4.20 -4.17
Cl -5.72 -3.03 -4.00
Cl -4.88 -5.79 -3.55
H -4.15 -4.29 -5.23
H -3.53 -3.85 -3.61
C -5.47 -8.45 -0.65
Cl -5.74 -9.56 0.69
Cl -4.77 -6.92 -0.09
H -4.78 -8.91 -1.37
H -6.42 -8.24 -1.14
C 0.46 3.38 -5.01
Cl 0.72 3.74 -6.72
Cl 1.85 3.85 -4.04
H -0.42 3.93 -4.66
H 0.29 2.31 -4.90
C 9.44 -5.47 -1.77
Cl 9.76 -3.73 -1.67
Cl 10.95 -6.39 -1.88
H 8.90 -5.78 -0.88
H 8.84 -5.67 -2.67
C -8.33 -6.32 -2.40
Cl -9.42 -7.51 -3.12
Cl -8.46 -6.33 -0.64
H -7.30 -6.57 -2.68
H -8.59 -5.33 -2.77
C -7.81 7.05 1.90
Cl -6.83 5.74 2.57
Cl -8.98 6.43 0.73
H -8.34 7.56 2.71
H -7.15 7.76 1.39
C 5.05 3.03 -6.57
Cl 4.78 1.92 -5.23
Cl 5.74 4.56 -6.00
H 5.73 2.57 -7.28
H 4.09 3.24 -7.06
*
```

Properties
LUMO	0.265	eV
max |F|	9.47	eV Å⁻¹
energy	-278491.7573	eV
orbital gap	7.73	eV

Löwdin atomic charge list, values in e, 6 entries: atom 1 (C): -0.1297, atom 2 (O): -0.2487, atom 3 (C): -0.2424, atom 4 (C): -0.1646, atom 5 (C): -0.1991, atom 6 (C): -0.2282